1.
Entry from the OMol25 dataset: 2 unconnected molecules or ions with the total composition C2H10N4O (ωB97M-V/def2-TZVPD).

Output
LUMO energy = -10.145 eV
Energy above the lowest of the compared OMol25 structures with the same formula, charge and spin = 161.6 kJ/mol
Gap between HOMO and LUMO = 7.41 eV

ORCA input file:
```
! wB97M-V def2-TZVPD RIJCOSX def2/J DEFGRID3
* xyz 2 1
H -0.99 1.92 3.51
H 0.71 2.01 0.14
H 0.03 -2.69 -2.25
C 1.12 1.43 1.09
N -0.74 1.94 2.52
H 0.99 0.93 2.95
H 3.06 1.15 0.49
H -0.69 -1.54 -3.63
N 0.52 1.43 2.23
O 2.19 0.70 0.91
N -0.15 -0.31 -0.68
H 1.06 -0.47 -2.23
H -0.95 -0.73 -0.33
C -0.54 -1.82 -2.47
H -1.53 -1.97 -2.07
N 0.19 -0.82 -1.77
H -1.16 2.55 1.86
*
```

=====

2.
Entry from the OMol25 dataset: 2 unconnected molecules or ions with the total composition F2N2 (ωB97M-V/def2-TZVPD).

Output
LUMO energy (spin up / spin down) = -4.443 / -4.434 eV
Energy above the lowest of the compared OMol25 structures with the same formula, charge and spin = 333.5 kJ/mol
Gap between HOMO and LUMO (spin up / spin down) = 5.80 / 5.88 eV

ORCA input file:
```
! wB97M-V def2-TZVPD RIJCOSX def2/J DEFGRID3
* xyz 0 1
F 1.19 0.86 -0.07
F -0.72 -1.11 -1.60
N 0.19 0.49 0.75
N -0.65 -0.24 0.92
*
```

=====

3.
Entry from the OMol25 dataset: 4 unconnected molecules or ions with the total composition CH8NO5 (ωB97M-V/def2-TZVPD).

Output
LUMO energy = 3.871 eV
Energy above the lowest of the compared OMol25 structures with the same formula, charge and spin = 8.1 kJ/mol
Gap between HOMO and LUMO = 9.24 eV

ORCA input file:
```
! wB97M-V def2-TZVPD RIJCOSX def2/J DEFGRID3
* xyz -1 1
O 0.08 -0.84 -2.14
H 0.05 -0.29 -1.29
H 2.66 -1.22 -0.88
C -1.56 0.13 0.48
O -0.32 0.24 0.28
H 0.96 2.19 0.52
H 1.71 -1.74 -1.91
O -2.41 -0.37 -0.29
H -1.32 0.51 2.46
N -2.00 0.63 1.74
O 1.70 2.12 1.15
H -2.92 0.39 2.04
H -0.77 -1.26 -2.00
H 1.46 1.24 1.54
O 2.67 -1.74 -1.71
*
```

=====

4.
Entry from the OMol25 dataset: C2HClN2O in the gas phase (ωB97M-V/def2-TZVPD).

Output
LUMO energy = 0.731 eV
Energy above the lowest of the compared OMol25 structures with the same formula, charge and spin = 103.5 kJ/mol
Gap between HOMO and LUMO = 11.52 eV
SMILES string = Clc1ncno1

ORCA input file:
```
! wB97M-V def2-TZVPD RIJCOSX def2/J DEFGRID3
* xyz 0 1
N -0.43 -0.90 0.09
H 0.98 -0.88 1.76
C 0.57 -0.38 0.88
Cl -1.71 0.14 -1.99
C -0.60 0.07 -0.74
N 0.99 0.81 0.55
O 0.19 1.13 -0.55
*
```

=====

5.
Entry from the OMol25 dataset: a molecular structure, C10H19N2 (ωB97M-V/def2-TZVPD).

Output
LUMO energy (spin up / spin down) = -3.546 / -7.697 eV
Energy above the lowest of the compared OMol25 structures with the same formula, charge and spin = 209.7 kJ/mol
Gap between HOMO and LUMO (spin up / spin down) = 7.62 / 5.71 eV
Expectation value of S² = 2.017

ORCA input file:
```
! wB97M-V def2-TZVPD RIJCOSX def2/J DEFGRID3
* xyz 1 3
H 4.29 0.00 0.29
H -4.11 -0.66 1.16
H 2.29 -2.33 -0.99
C 1.06 1.40 -1.02
C 3.47 0.43 -0.34
H 0.69 -2.09 -1.26
C 1.45 -0.88 0.30
C -2.87 1.37 -0.85
C -2.34 0.23 0.09
H 1.06 2.36 -0.68
H -2.57 2.37 -0.69
H 3.34 -0.20 -1.23
C 2.21 0.48 0.35
H -3.99 1.37 -0.75
H -2.99 -1.82 0.67
H 2.05 -1.34 1.06
H -0.26 -0.61 1.83
H -2.81 1.16 -1.93
C -3.35 -0.86 0.41
C -0.08 0.90 -0.77
H -2.15 0.60 1.05
H -4.01 -1.06 -0.51
H 2.72 1.86 1.69
H -0.17 -2.04 0.77
C -0.91 -0.21 -0.36
N 1.52 -1.59 -0.95
H -1.02 -1.04 -1.14
H 1.57 0.71 2.23
C -0.03 -0.94 0.76
H 3.84 1.31 -0.75
N 2.12 1.10 1.56
*
```

=====

6.
Entry from the OMol25 dataset: C20H25N3O5 in the gas phase (ωB97M-V/def2-TZVPD).

Output
LUMO energy = 0.709 eV
Energy above the lowest of the compared OMol25 structures with the same formula, charge and spin = 116.4 kJ/mol
Gap between HOMO and LUMO = 9.11 eV
SMILES string = CCOC(=O)[C@H]1CCCN([C@@H]2CC(=O)N(c3ccc(NC(C)=O)cc3)C2=O)C1

ORCA input file:
```
! wB97M-V def2-TZVPD RIJCOSX def2/J DEFGRID3
* xyz 0 1
H -8.68 -1.16 -2.76
C -4.43 -1.38 1.16
C 0.29 0.08 1.36
C 4.66 1.49 0.05
H -2.10 -2.50 0.12
C 8.64 -0.82 -1.08
C 2.43 0.67 0.29
H -2.98 -1.18 2.74
H -7.57 0.65 -1.42
H -1.66 0.51 2.19
C 3.33 1.73 0.32
H -1.79 2.21 -0.10
H -5.27 -1.34 1.87
H 8.78 -0.10 -1.88
H -3.16 -0.88 -1.15
N 6.48 0.05 -0.52
H -4.69 -2.10 0.38
H -1.08 2.66 1.44
H 7.02 0.90 -0.46
H -3.27 -2.85 2.25
C -1.17 0.51 1.20
C -2.97 -0.10 -0.40
C -7.86 -1.39 -2.10
C 0.35 1.97 0.03
H 5.36 2.32 0.07
H 9.08 -0.42 -0.17
H 2.99 2.72 0.55
O 0.72 -0.82 2.04
C -1.04 1.92 0.64
C 4.21 -0.84 -0.28
O -5.90 -0.50 -1.04
O 0.79 2.80 -0.72
H -4.02 0.75 1.30
H -1.05 -2.05 1.47
C 2.87 -0.61 -0.01
C 7.16 -1.09 -0.86
N -1.77 -0.48 0.30
H -6.60 0.21 -2.84
H 2.17 -1.43 -0.03
C 5.12 0.21 -0.25
C -3.16 -1.83 1.88
C -4.21 -0.01 0.53
H -7.26 -2.19 -2.55
C -1.96 -1.78 0.93
C -7.00 -0.16 -1.89
C -5.38 0.47 -0.29
N 1.06 0.90 0.55
H -8.25 -1.75 -1.15
O 6.66 -2.18 -0.99
H -2.83 0.84 -0.94
H 9.13 -1.75 -1.34
O -5.78 1.61 -0.30
H 4.55 -1.84 -0.51
*
```

=====

7.
Entry from the OMol25 dataset: C19H27ClN6O2 in the gas phase (ωB97M-V/def2-TZVPD).

Output
LUMO energy = -0.038 eV
Energy above the lowest of the compared OMol25 structures with the same formula, charge and spin = 18.8 kJ/mol
Gap between HOMO and LUMO = 9.12 eV
SMILES string = Cc1ccn([C@H](C)C(=O)N[C@H](CNC(=O)c2nc(C)ncc2Cl)CC(C)C)n1

ORCA input file:
```
! wB97M-V def2-TZVPD RIJCOSX def2/J DEFGRID3
* xyz 0 1
C -2.03 -1.76 1.83
C 3.52 0.68 -0.04
H 1.03 -2.15 4.84
N -0.87 -2.22 2.31
C -0.13 -0.31 -3.45
C -2.79 -1.54 4.05
C 0.56 1.19 -5.33
H 0.41 -3.78 4.69
H -0.35 -2.62 0.23
N 0.74 -0.11 -1.16
C 2.38 -0.06 0.63
Cl -4.61 -0.84 2.22
H -1.53 3.70 1.99
N -1.10 -2.25 -0.33
C 1.03 0.61 2.64
O 1.71 -2.07 -0.47
H -0.78 2.21 -2.29
C 0.58 -2.86 4.14
H 0.94 2.17 -5.61
H -0.01 4.57 1.87
H 3.14 1.45 -0.71
H -0.37 1.02 -5.88
H 1.33 -0.25 3.21
C 0.18 2.44 1.76
H -1.04 -0.55 -4.01
H 1.28 0.44 -5.66
H 0.72 0.86 -0.88
H -1.24 0.10 -1.66
H 1.28 1.29 -3.32
C -2.10 -1.61 0.32
O -2.96 -0.95 -0.23
C -3.05 -1.41 2.69
N 1.54 0.84 1.41
C 0.15 1.63 2.91
N 1.02 1.95 0.86
H 2.77 -0.80 1.33
H -0.08 -2.68 -2.07
C -0.72 -2.33 3.62
C 1.56 -0.86 -0.39
C -0.40 -0.53 -1.97
H -3.56 -1.27 4.77
H 4.12 -0.02 -0.62
H -1.67 1.96 -3.80
H -0.37 3.15 -3.72
H 1.27 -3.05 3.32
C -0.56 3.71 1.50
C 0.32 1.10 -3.83
H -0.43 1.77 3.80
H 0.64 -1.03 -3.78
C -0.68 2.16 -3.38
H -1.75 -2.13 -2.30
C -0.84 -1.98 -1.73
N -1.64 -1.99 4.53
H 4.16 1.16 0.70
H -0.71 3.85 0.43
*
```

=====

8.
Entry from the OMol25 dataset: C7H9NO2S in the gas phase (ωB97M-V/def2-TZVPD).

Output
LUMO energy = 0.692 eV
Energy above the lowest of the compared OMol25 structures with the same formula, charge and spin = 470.4 kJ/mol
Gap between HOMO and LUMO = 9.60 eV
SMILES string = C=CC[C@@]1([N+](=O)[O-])CC=CS1

ORCA input file:
```
! wB97M-V def2-TZVPD RIJCOSX def2/J DEFGRID3
* xyz 0 1
C -0.09 0.04 0.33
H -1.52 0.49 -1.09
H 0.12 1.26 -1.53
N 1.72 0.21 0.09
O 2.33 -0.78 0.22
H -0.02 1.09 3.49
H -1.12 1.90 1.19
C -0.10 -0.76 -1.97
H -0.28 -1.53 3.50
C -0.89 -1.04 -2.99
C -0.45 0.42 -1.08
H -0.57 -1.80 -3.67
C -0.24 1.14 1.26
O 2.18 1.29 -0.12
H 0.64 1.83 1.12
H -1.87 -0.69 -3.14
S -0.42 -1.54 1.00
C -0.16 0.46 2.62
C -0.16 -0.86 2.69
H 0.90 -1.14 -1.90
*
```

=====

9.
Entry from the OMol25 dataset: 5 unconnected molecules or ions with the total composition C40H76BBrF4N3O (ωB97M-V/def2-TZVPD).

Output
LUMO energy = -3.943 eV
Energy above the lowest of the compared OMol25 structures with the same formula, charge and spin = 0.0 kJ/mol
Gap between HOMO and LUMO = 6.33 eV

ORCA input file:
```
! wB97M-V def2-TZVPD RIJCOSX def2/J DEFGRID3
* xyz 1 1
H 5.05 -0.89 -1.17
H 0.71 -2.33 8.02
C 2.18 -0.87 4.10
H 1.94 -4.19 3.53
C 1.78 -1.58 -8.93
C 1.39 -0.46 -7.96
H 5.46 -1.02 -3.92
C -1.50 -6.33 4.34
C 1.57 -0.27 5.36
H -7.26 5.45 -0.07
C 0.71 -2.03 -6.03
H -2.13 7.81 1.12
H 3.90 -0.73 2.80
C -1.66 0.84 -2.81
H 1.48 -0.67 3.27
C 1.32 -2.76 7.23
H 0.28 -4.12 4.12
H -1.33 -2.73 -5.83
C -2.04 2.36 -2.72
H 3.19 -2.00 7.92
H -3.49 5.77 -1.20
H 4.37 0.77 -6.16
H 0.70 -2.81 6.32
H -1.07 -1.73 -7.25
H 0.92 -2.21 -4.97
H -2.78 5.50 3.13
C 0.11 3.02 2.65
H -8.38 3.28 4.02
H 4.00 -1.31 -4.83
H -4.93 4.91 0.42
C 4.63 -0.52 -4.43
H 1.34 -6.35 4.61
H -1.86 -8.58 5.98
H -2.02 -6.12 6.41
C 5.82 0.99 -1.96
H 2.01 0.42 -8.17
H 5.87 1.07 -5.27
H 6.31 1.88 -1.55
Br 0.82 1.72 -0.84
C -6.72 2.53 1.32
H -0.72 -6.59 2.36
H -2.41 -6.88 4.10
H 4.89 2.18 -3.48
H -0.80 -8.07 7.29
C -0.98 -7.99 6.22
C -1.37 7.04 1.31
H -1.68 0.37 -1.83
H -4.50 3.28 0.02
C 4.59 1.43 -2.75
H 4.79 0.50 -0.11
C -0.61 3.71 0.44
H 6.39 -0.22 -0.25
H 3.90 1.95 -2.06
H -0.12 -8.43 5.71
H 0.56 -0.67 5.47
H 3.30 0.02 6.60
C 1.51 -0.81 -6.48
C -1.67 3.07 -1.44
H 2.25 -1.96 4.18
H -6.18 3.11 -1.67
F -2.58 0.25 -3.59
C -8.12 4.07 2.02
H 1.60 -1.23 -9.95
C 0.39 3.71 1.51
C 3.82 0.31 -3.45
H 1.31 4.27 1.45
H 3.20 -2.44 6.22
H 1.04 -2.92 -6.57
H 6.54 0.52 -2.63
H -1.72 -5.28 4.16
H 1.20 0.06 -5.89
H 2.56 -0.98 -6.24
C 2.60 -1.96 7.00
C 3.55 -0.30 3.74
H -3.80 4.52 -2.37
C -7.92 3.20 3.05
H -0.79 3.21 3.23
H -6.10 4.81 -1.99
H -8.25 4.26 -0.86
H 3.90 -1.15 -8.98
H -6.62 1.35 3.17
H -0.30 -5.94 6.11
H 3.38 -0.36 -2.70
F -1.54 3.00 -3.79
C -0.39 -6.79 3.39
C -1.73 4.49 0.27
N -2.35 4.07 -0.87
C -7.01 2.19 2.61
H 1.79 -0.02 7.47
H 0.36 -0.15 -8.18
C -4.77 4.23 -0.42
C 2.34 -0.50 6.65
C 0.94 -4.61 3.40
C -0.80 -1.86 -6.20
H 5.72 -0.35 -6.30
C 0.97 -6.12 3.61
F -3.39 2.42 -2.83
N -7.36 3.67 0.94
H 1.46 0.81 5.21
C -1.19 -6.53 5.82
B -2.10 5.65 1.31
H 1.13 -2.44 -8.78
C 5.18 0.30 -5.60
H -0.26 -7.87 3.46
H 3.46 -2.41 -7.81
C 3.24 -2.00 -8.80
C -3.61 4.70 -1.32
C -6.10 4.08 -1.18
C -7.31 4.38 -0.32
C 5.49 0.04 -0.81
H -1.16 -0.99 -5.65
H 0.60 -4.36 2.39
H -6.04 1.96 0.69
H 1.68 -6.55 2.91
H 0.72 2.20 3.03
H 3.48 -2.77 -9.54
F -0.48 0.70 -3.42
N -0.61 2.88 -0.65
H 4.30 -0.52 4.50
H 1.55 -3.79 7.51
H 2.97 0.76 -3.98
H -0.59 7.06 0.55
O -3.08 5.38 2.22
H 3.49 0.79 3.61
H -8.75 4.94 1.96
H -0.97 7.25 2.30
*
```

=====

10.
Entry from the OMol25 dataset: a gas-phase ion, C5H15N2 (charge +1) (ωB97M-V/def2-TZVPD).

Output
LUMO energy = -3.638 eV
Energy above the lowest of the compared OMol25 structures with the same formula, charge and spin = 259.1 kJ/mol
Gap between HOMO and LUMO = 8.81 eV
SMILES string = CC[C@@H]([NH3+])CNC

ORCA input file:
```
! wB97M-V def2-TZVPD RIJCOSX def2/J DEFGRID3
* xyz 1 1
H -1.78 -0.48 -0.48
C -1.25 -0.44 -2.65
H -0.87 -0.55 -3.65
H 0.57 0.61 -1.94
H -1.15 0.98 -0.06
N -0.15 -0.11 -1.70
H 2.99 1.69 0.57
C -0.76 -0.04 -0.30
C 1.04 0.84 1.24
H 0.83 -1.17 0.98
H 1.33 0.69 2.37
N -1.00 -0.76 2.10
H -1.43 0.16 2.43
C 2.25 0.86 0.26
H 2.74 -0.16 0.23
H -2.03 0.32 -2.69
H -1.87 -1.24 1.72
H -0.72 -1.35 2.89
H 0.47 1.83 1.23
H 2.01 1.12 -0.80
H -1.57 -1.46 -2.23
C 0.14 -0.37 0.89
*
```

=====

11.
Entry from the OMol25 dataset: a molecular structure, C38H32F3N3O2RhS (ωB97M-V/def2-TZVPD).

Output
LUMO energy = 2.356 eV
Energy above the lowest of the compared OMol25 structures with the same formula, charge and spin = 107.8 kJ/mol
Gap between HOMO and LUMO = 6.27 eV

ORCA input file:
```
! wB97M-V def2-TZVPD RIJCOSX def2/J DEFGRID3
* xyz -1 1
C -1.44 2.33 -2.16
C -4.08 0.01 0.80
H -0.59 3.43 -4.45
H 1.06 -3.98 -0.56
C -2.28 -4.34 -0.28
C 0.44 -0.82 -3.12
C -1.03 -3.72 -0.28
H -5.46 3.88 -3.76
C 4.21 0.56 1.59
F -5.94 4.94 -5.85
C -1.16 2.34 1.60
N -2.00 -1.56 0.10
C -0.78 1.69 -1.38
C -2.68 0.54 0.79
H 1.55 -2.09 -6.07
C -3.37 -0.81 -5.84
C -3.17 -3.18 -5.07
C -1.41 -1.51 -4.47
O 0.32 -1.81 0.07
S 2.97 -1.11 -3.49
H -4.06 2.77 -2.05
H -4.15 -0.90 1.41
H -3.15 -3.73 -0.06
H 5.09 -0.61 -1.46
N 1.05 -0.36 -1.96
H -2.85 -1.03 -6.77
H 0.87 -6.41 -1.07
F -4.47 4.36 -7.33
H 6.09 0.00 0.71
C -4.39 3.79 -3.91
C -1.66 3.53 -4.30
C -2.39 -5.69 -0.55
H 0.02 3.96 2.31
H -4.24 -3.34 -5.20
C -1.26 -6.44 -0.83
H -1.98 4.54 -6.16
H -4.37 -0.28 -0.21
C -3.72 -1.39 -3.44
H -0.86 -2.27 -6.40
H -3.42 -2.01 -2.59
C -1.03 3.69 2.26
C -4.62 4.95 -6.12
C 3.09 -0.09 -0.82
N -1.68 -0.22 0.41
H -1.58 -0.69 -2.47
H -1.56 4.45 1.67
C 2.84 0.69 1.41
H -1.45 3.69 3.26
C -0.88 -2.25 0.00
H -3.60 -0.34 -3.15
C -2.43 1.86 1.29
C -0.02 -5.83 -0.84
H -2.67 -3.47 -5.99
C -2.23 3.02 -3.13
C -2.44 4.16 -5.26
C 0.87 -1.76 -5.30
C -2.90 -1.72 -4.70
C 5.03 0.10 0.56
C -3.61 3.16 -2.95
F -4.27 6.24 -6.30
H -3.28 2.50 1.46
O -0.05 1.75 1.40
C 4.46 -0.23 -0.66
H -3.19 0.24 -5.60
H 4.65 0.81 2.54
C 0.10 -4.48 -0.56
C 2.34 -0.48 -2.00
H -4.44 -0.94 -6.01
H -2.82 -3.85 -4.28
C -0.93 -0.97 -3.29
H -3.37 -6.16 -0.54
C -3.81 4.28 -5.07
Rh 0.24 0.42 -0.19
C -0.49 -1.87 -5.47
C 2.25 0.38 0.20
H 2.21 1.06 2.22
H -1.35 -7.50 -1.05
H -4.76 0.76 1.19
H -4.78 -1.57 -3.64
C 1.35 -1.26 -4.09
*
```

=====

Question: Which of these has the lowest energy above the lowest of the compared OMol25 structures with the same formula, charge and spin?
Answer: C40H76BBrF4N3O

=====

Question: Which of these has the highest energy above the lowest of the compared OMol25 structures with the same formula, charge and spin?
Answer: C7H9NO2S